1:
Formula: C2H12N2O3
Source: the OMol25 dataset
Level of theory: the ωB97M-V functional and the def2-TZVPD basis

```
! RIJCOSX wB97M-V def2-TZVPD def2/J DEFGRID3
* xyz 0 1
C 0.37 -1.06 -1.45
N 0.65 -0.77 -0.06
C 1.47 0.30 0.28
N 1.86 0.53 1.46
H -0.39 -1.83 -1.52
H -0.07 -0.14 -1.87
H 1.24 -1.40 -2.01
H 0.66 -1.53 0.60
H 1.69 0.82 -0.65
H 2.53 1.28 1.56
H -2.76 -1.65 -0.80
H -3.51 -0.51 -1.43
O -2.61 -0.86 -1.33
H -1.16 1.50 -1.49
H -0.92 3.06 -1.12
O -0.54 2.24 -1.44
H 0.74 0.34 3.09
H 0.53 -0.59 4.26
O 0.23 0.27 3.92
*
```

natural (NBO) atomic charge list, values in e, 2 entries: atom 1 (C): -0.41, atom 2 (N): -0.62



2:
Formula: C2H12N2O3
Source: the OMol25 dataset
Level of theory: the ωB97M-V functional and the def2-TZVPD basis

```
! RIJCOSX wB97M-V def2-TZVPD def2/J DEFGRID3
* xyz 0 1
C -0.06 -1.13 3.05
N -0.03 -1.25 1.59
C 0.89 -1.72 0.73
N 0.92 -1.36 -0.60
H -0.95 -1.70 3.41
H 0.03 -0.08 3.33
H 0.81 -1.70 3.47
H -0.29 -0.39 1.21
H 1.62 -2.50 1.13
H 1.76 -1.85 -1.01
H 0.33 1.63 -3.28
H -0.05 2.85 -2.37
O -0.14 1.87 -2.45
H -1.05 5.62 0.10
H -1.26 4.15 -0.39
O -0.64 4.93 -0.37
H -0.34 -1.82 -2.09
H -0.56 -3.05 -3.10
O -0.99 -2.51 -2.36
*
```

natural (NBO) atomic charge list, values in e, 2 entries: atom 1 (C): -0.41, atom 2 (N): -0.59



Which of them is the most stable? Correct choice: 1.



1:
Formula: C2H12N2O3
Source: the OMol25 dataset
Level of theory: the ωB97M-V functional and the def2-TZVPD basis

```
! RIJCOSX wB97M-V def2-TZVPD def2/J DEFGRID3
* xyz 0 1
C -0.67 1.33 -0.38
C 0.15 1.51 0.68
N -0.37 1.94 1.94
N -0.22 0.98 -1.63
H -1.79 1.41 -0.35
H 1.12 1.15 0.66
H 0.13 1.80 2.76
H -1.38 1.98 1.93
H 0.74 1.17 -1.85
H -0.86 0.99 -2.47
H 3.04 -0.07 -1.50
H 4.08 0.32 -0.74
O 3.19 0.24 -0.68
H -0.64 -1.24 -1.48
H -0.43 -2.79 -1.45
O -0.64 -1.99 -0.95
H -0.87 -2.89 1.76
H -1.77 -2.16 0.78
O -1.81 -2.89 1.37
*
```

natural (NBO) atomic charge list, values in e, 2 entries: atom 1 (C): -0.10, atom 2 (C): -0.09



2:
Formula: C2H12N2O3
Source: the OMol25 dataset
Level of theory: the ωB97M-V functional and the def2-TZVPD basis

```
! RIJCOSX wB97M-V def2-TZVPD def2/J DEFGRID3
* xyz 0 1
C 0.24 -2.43 -1.64
N 0.47 -1.19 -0.96
C 0.17 -0.01 -1.50
N 0.62 1.08 -1.04
H 1.10 -2.78 -2.21
H 0.14 -3.26 -0.93
H -0.62 -2.44 -2.30
H 1.14 -1.23 -0.19
H -0.60 -0.09 -2.28
H 0.36 1.94 -1.51
H -0.73 1.11 0.75
H -0.29 1.76 2.29
O -0.91 1.45 1.63
H 1.11 2.46 0.53
H 1.84 3.05 1.76
O 1.29 3.29 1.01
H -1.45 -0.15 2.22
H -2.39 -1.42 2.22
O -1.48 -1.12 2.15
*
```

natural (NBO) atomic charge list, values in e, 2 entries: atom 1 (C): -0.41, atom 2 (N): -0.58



Which of them is the most stable? Correct choice: 2.



1:
Formula: C23H20N2O7S
Source: the OMol25 dataset
Level of theory: the ωB97M-V functional and the def2-TZVPD basis

```
! RIJCOSX wB97M-V def2-TZVPD def2/J DEFGRID3
* xyz 0 1
O 2.16 -1.82 2.47
C 1.30 -0.96 2.61
N 0.03 -1.26 2.98
H -0.67 -0.54 2.89
C -0.46 -2.62 2.97
C -1.10 -2.91 1.63
C -0.38 -3.55 0.64
C -0.90 -3.73 -0.64
C -2.16 -3.23 -0.88
C -2.89 -2.58 0.11
C -2.38 -2.41 1.38
H -2.96 -1.91 2.14
O -4.09 -2.19 -0.39
C -4.10 -2.58 -1.75
O -2.89 -3.25 -2.04
H -4.19 -1.69 -2.39
H -4.95 -3.25 -1.93
H -0.34 -4.24 -1.41
H 0.61 -3.91 0.86
H -1.18 -2.75 3.79
H 0.40 -3.27 3.14
C 1.55 0.48 2.34
C 0.79 1.51 2.90
C 0.98 2.82 2.50
C 1.93 3.12 1.53
C 2.77 2.11 1.05
C 2.57 0.81 1.45
H 3.19 0.01 1.07
H 3.54 2.37 0.35
N 2.05 4.40 1.00
H 1.43 5.09 1.40
S 2.14 4.55 -0.69
O 1.52 5.81 -0.97
O 3.48 4.33 -1.11
C 1.11 3.19 -1.22
C 1.70 2.11 -1.84
C 0.94 0.98 -2.14
C -0.43 0.98 -1.85
C -1.00 2.08 -1.22
C -0.23 3.18 -0.90
H -0.67 4.05 -0.42
H -2.06 2.05 -1.00
O -1.23 -0.07 -2.17
C -0.64 -0.96 -3.10
C 0.79 -1.27 -2.68
H 1.27 -1.97 -3.37
O 1.57 -0.09 -2.71
H 0.79 -1.69 -1.66
H -1.26 -1.86 -3.11
H -0.63 -0.51 -4.10
H 2.75 2.12 -2.08
H 0.37 3.61 2.92
H 0.05 1.30 3.66
*
```

natural (NBO) atomic charge list, values in e, 2 entries: atom 1 (O): -0.62, atom 2 (C): 0.66



2:
Formula: C23H20N2O7S
Source: the OMol25 dataset
Level of theory: the ωB97M-V functional and the def2-TZVPD basis

```
! RIJCOSX wB97M-V def2-TZVPD def2/J DEFGRID3
* xyz 0 1
O 1.77 1.35 2.72
C 1.52 0.88 1.63
N 2.26 -0.12 1.08
H 2.04 -0.47 0.17
C 3.50 -0.58 1.69
C 4.69 -0.18 0.86
C 4.92 1.17 0.60
C 5.99 1.60 -0.18
C 6.83 0.63 -0.68
C 6.60 -0.72 -0.43
C 5.54 -1.15 0.33
H 5.38 -2.20 0.52
O 7.57 -1.47 -1.05
C 8.42 -0.54 -1.69
O 7.94 0.77 -1.47
H 8.44 -0.74 -2.77
H 9.44 -0.63 -1.28
H 6.17 2.64 -0.37
H 4.25 1.90 1.02
H 3.47 -1.66 1.81
H 3.54 -0.10 2.67
C 0.35 1.32 0.81
C -0.76 1.83 1.49
C -1.87 2.27 0.80
C -1.89 2.21 -0.59
C -0.77 1.73 -1.27
C 0.34 1.29 -0.58
H 1.20 0.96 -1.13
H -0.78 1.71 -2.35
N -3.00 2.65 -1.29
H -2.97 2.57 -2.29
S -4.57 2.57 -0.69
O -4.71 3.45 0.43
O -5.39 2.79 -1.84
C -4.70 0.88 -0.15
C -4.67 -0.11 -1.11
C -4.74 -1.45 -0.72
C -4.87 -1.76 0.64
C -4.88 -0.75 1.59
C -4.79 0.58 1.20
H -4.81 1.38 1.92
H -4.97 -1.02 2.63
O -5.00 -3.05 1.07
C -5.32 -3.96 0.04
C -4.44 -3.71 -1.18
H -4.66 -4.40 -1.99
O -4.67 -2.41 -1.69
H -3.38 -3.80 -0.89
H -5.15 -4.96 0.45
H -6.37 -3.85 -0.24
H -4.61 0.14 -2.15
H -2.71 2.68 1.32
H -0.72 1.88 2.56
*
```

natural (NBO) atomic charge list, values in e, 2 entries: atom 1 (O): -0.63, atom 2 (C): 0.67



Which of them is the most stable? Correct choice: 1.



1:
Formula: C4H11NPS
Source: the OMol25 dataset
Level of theory: the ωB97M-V functional and the def2-TZVPD basis

```
! RIJCOSX wB97M-V def2-TZVPD def2/J DEFGRID3
* xyz 1 1
C -0.79 -0.69 1.31
C -1.11 -1.76 0.29
C 0.55 -0.41 -1.48
C 0.76 0.55 -0.27
N -0.50 0.60 0.63
P 0.91 2.39 -0.90
S 0.23 -2.16 -0.86
H -1.65 -0.77 2.08
H 0.02 -0.78 2.06
H -1.21 -2.69 0.90
H -1.91 -1.57 -0.33
H -0.32 -0.09 -2.14
H 1.50 -0.36 -2.03
H 1.62 0.29 0.24
H -1.26 0.88 0.07
H -0.35 1.46 1.18
H 2.26 2.40 -1.23
H 1.24 2.70 0.48
*
```

natural (NBO) atomic charge list, values in e, 2 entries: atom 1 (C): -0.26, atom 2 (C): -0.57



2:
Formula: C4H11NPS
Source: the OMol25 dataset
Level of theory: the ωB97M-V functional and the def2-TZVPD basis

```
! RIJCOSX wB97M-V def2-TZVPD def2/J DEFGRID3
* xyz 1 1
C -2.03 -0.85 2.14
C 0.43 0.49 -2.26
C 1.79 -0.68 -0.58
C 0.10 1.03 0.07
N 0.45 -0.02 -0.88
P -1.03 0.78 1.43
S -1.19 2.15 2.76
H -2.83 -0.43 2.72
H -2.43 -1.40 1.43
H -1.20 -1.51 2.75
H 0.53 -0.46 -2.81
H -0.52 0.86 -2.46
H 1.27 1.16 -2.41
H 2.48 0.15 -0.33
H 1.64 -1.16 0.37
H 2.22 -1.30 -1.35
H 0.72 1.93 0.10
H -0.40 -0.73 -0.68
*
```

natural (NBO) atomic charge list, values in e, 2 entries: atom 1 (C): -0.75, atom 2 (C): -0.39



Which of them is the most stable? Correct choice: 1.



1:
Formula: C3H6O
Source: the OMol25 dataset
Level of theory: the ωB97M-V functional and the def2-TZVPD basis

```
! RIJCOSX wB97M-V def2-TZVPD def2/J DEFGRID3
* xyz 0 1
C 0.64 0.09 0.06
C 0.14 -1.31 0.35
O 0.03 -1.78 1.46
C -0.56 0.98 -0.27
H 1.19 0.46 0.93
H -0.18 -1.87 -0.55
H 1.33 0.04 -0.79
H -1.39 0.40 -0.70
H -0.95 1.47 0.63
H -0.30 1.76 -0.99
*
```

natural (NBO) atomic charge list, values in e, 2 entries: atom 1 (C): -0.51, atom 2 (C): 0.45



2:
Formula: C3H6O
Source: the OMol25 dataset
Level of theory: the ωB97M-V functional and the def2-TZVPD basis

```
! RIJCOSX wB97M-V def2-TZVPD def2/J DEFGRID3
* xyz 0 1
C -0.12 -0.41 1.07
C 0.56 -0.11 -0.25
C -0.46 0.67 -1.17
O -1.31 1.47 -0.85
H -0.69 0.49 1.33
H 0.56 -0.64 1.89
H -0.83 -1.24 0.95
H 1.43 0.55 -0.15
H 0.99 -1.04 -0.70
H -0.13 0.27 -2.12
*
```

natural (NBO) atomic charge list, values in e, 2 entries: atom 1 (C): -0.62, atom 2 (C): -0.51



Which of them is the most stable? Correct choice: 1.



1:
Formula: C3H6O
Source: the OMol25 dataset
Level of theory: the ωB97M-V functional and the def2-TZVPD basis

```
! RIJCOSX wB97M-V def2-TZVPD def2/J DEFGRID3
* xyz 0 1
C -1.57 -0.69 0.61
C -0.59 -0.42 -0.52
C 0.96 -0.58 -0.34
O -1.17 0.59 0.21
H -2.56 -1.06 0.20
H -1.43 -1.02 1.57
H -0.82 -0.63 -1.52
H 1.21 -1.37 0.27
H 1.34 0.39 0.02
H 1.41 -0.86 -1.31
*
```

natural (NBO) atomic charge list, values in e, 2 entries: atom 1 (C): -0.11, atom 2 (C): 0.08



2:
Formula: C3H6O
Source: the OMol25 dataset
Level of theory: the ωB97M-V functional and the def2-TZVPD basis

```
! RIJCOSX wB97M-V def2-TZVPD def2/J DEFGRID3
* xyz 0 1
C -1.10 0.05 0.67
C -0.21 0.49 -0.36
O -0.34 1.51 -1.04
C 1.10 -0.27 -0.26
H -1.64 0.82 1.26
H -1.07 -0.47 -0.76
H -1.01 -0.92 1.16
H 1.57 -0.24 -1.24
H 1.66 0.34 0.45
H 1.04 -1.30 0.13
*
```

natural (NBO) atomic charge list, values in e, 2 entries: atom 1 (C): -0.40, atom 2 (C): 0.27



3:
Formula: C3H6O
Source: the OMol25 dataset
Level of theory: the ωB97M-V functional and the def2-TZVPD basis

```
! RIJCOSX wB97M-V def2-TZVPD def2/J DEFGRID3
* xyz 0 1
C -1.38 0.04 0.24
C 0.13 0.03 0.51
O 0.28 0.97 1.26
C 1.31 -0.31 -0.44
H -1.71 1.08 0.08
H -1.52 -0.51 -0.67
H -1.95 -0.34 1.10
H 1.24 -1.20 -1.08
H 1.32 0.58 -1.09
H 2.27 -0.33 0.07
*
```

natural (NBO) atomic charge list, values in e, 2 entries: atom 1 (C): -0.69, atom 2 (C): 0.57



4:
Formula: C3H6O
Source: the OMol25 dataset
Level of theory: the ωB97M-V functional and the def2-TZVPD basis

```
! RIJCOSX wB97M-V def2-TZVPD def2/J DEFGRID3
* xyz 0 1
C -1.77 -0.32 -0.07
C 1.24 -0.30 0.22
C 0.15 0.67 -0.03
O -2.65 0.19 0.56
H -1.87 -1.01 -1.01
H 2.26 0.11 -0.14
H 1.19 -1.09 -0.43
H 1.52 -0.49 1.29
H -0.07 1.42 0.68
H 0.00 0.83 -1.06
*
```

natural (NBO) atomic charge list, values in e, 2 entries: atom 1 (C): 0.41, atom 2 (C): -0.65



Which of them is the most stable? Correct choice: 3.



1:
Formula: C3H6O
Source: the OMol25 dataset
Level of theory: the ωB97M-V functional and the def2-TZVPD basis

```
! RIJCOSX wB97M-V def2-TZVPD def2/J DEFGRID3
* xyz 0 1
C 0.68 0.54 -0.34
C -0.33 -0.53 -0.54
C -1.19 -0.83 0.38
H 1.71 1.46 1.22
H 0.45 1.13 -1.24
H 1.66 -0.02 -0.35
H -0.37 -0.88 -1.57
H -1.88 -1.67 0.24
H -1.29 -0.43 1.36
O 0.57 1.23 0.84
*
```

natural (NBO) atomic charge list, values in e, 2 entries: atom 1 (C): -0.10, atom 2 (C): -0.20



2:
Formula: C3H6O
Source: the OMol25 dataset
Level of theory: the ωB97M-V functional and the def2-TZVPD basis

```
! RIJCOSX wB97M-V def2-TZVPD def2/J DEFGRID3
* xyz 0 1
C -1.61 0.10 0.36
C -0.52 -0.82 -0.13
C 1.62 -0.06 -0.33
O 0.57 -0.43 0.54
H -2.46 -0.40 0.82
H -1.97 0.51 -0.60
H -1.21 0.90 0.99
H 1.32 -0.31 -1.35
H 2.57 -0.51 -0.06
H 1.68 1.03 -0.23
*
```

natural (NBO) atomic charge list, values in e, 2 entries: atom 1 (C): -0.79, atom 2 (C): 0.30



3:
Formula: C3H6O
Source: the OMol25 dataset
Level of theory: the ωB97M-V functional and the def2-TZVPD basis

```
! RIJCOSX wB97M-V def2-TZVPD def2/J DEFGRID3
* xyz 0 1
O -0.14 -0.52 -1.89
C 0.48 0.45 -1.38
C 1.30 0.83 -0.32
C -0.83 -0.68 0.89
H -0.75 -0.39 1.93
H 2.31 1.24 -0.17
H 0.14 1.37 -0.66
H -0.72 0.22 0.33
H -1.81 -1.14 0.56
H 0.03 -1.39 0.71
*
```

natural (NBO) atomic charge list, values in e, 2 entries: atom 1 (O): -0.52, atom 2 (C): 0.37



Which of them is the most stable? Correct choice: 1.



1:
Formula: C8H12
Source: the OMol25 dataset
Level of theory: the ωB97M-V functional and the def2-TZVPD basis

```
! RIJCOSX wB97M-V def2-TZVPD def2/J DEFGRID3
* xyz 0 1
C -0.08 0.22 -2.35
C 0.78 -0.28 -1.20
C 2.08 -0.50 -1.35
C -0.78 -1.02 0.55
C 0.15 -0.13 0.14
C 0.54 1.07 0.91
C -0.33 1.94 1.40
C -1.33 -1.20 1.96
H -1.11 0.39 -2.06
H -0.06 -0.37 -3.27
H 0.39 1.17 -2.63
H 2.74 -1.00 -0.65
H 2.46 -0.63 -2.37
H -1.14 -1.69 -0.23
H 1.61 1.21 1.00
H -1.37 1.71 1.17
H -0.25 2.75 2.10
H -2.36 -1.52 1.97
H -1.24 -0.22 2.41
H -0.69 -1.89 2.50
*
```

natural (NBO) atomic charge list, values in e, 2 entries: atom 1 (C): -0.65, atom 2 (C): 0.03



2:
Formula: C8H12
Source: the OMol25 dataset
Level of theory: the ωB97M-V functional and the def2-TZVPD basis

```
! RIJCOSX wB97M-V def2-TZVPD def2/J DEFGRID3
* xyz 0 1
C -1.64 -1.17 -0.13
C -0.72 -0.97 -1.30
C -1.03 -0.05 -2.22
C 0.72 -1.42 -0.98
C 1.49 -0.26 -0.16
C 1.04 0.29 0.96
C 0.91 1.74 1.27
C 0.48 2.19 2.47
H -1.61 -2.29 0.02
H -2.65 -0.68 -0.35
H -1.29 -0.70 0.86
H -0.35 0.02 -2.96
H -1.97 0.14 -2.57
H 1.24 -1.46 -2.06
H 0.72 -2.28 -0.22
H 2.49 0.28 -0.75
H 0.62 -0.36 1.79
H 0.75 2.35 0.39
H 0.17 1.42 3.23
H 0.63 3.20 2.73
*
```

natural (NBO) atomic charge list, values in e, 2 entries: atom 1 (C): -0.67, atom 2 (C): 0.06



3:
Formula: C8H12
Source: the OMol25 dataset
Level of theory: the ωB97M-V functional and the def2-TZVPD basis

```
! RIJCOSX wB97M-V def2-TZVPD def2/J DEFGRID3
* xyz 0 1
C 2.62 -0.78 0.25
C 1.61 -0.31 -0.42
C -1.34 -2.44 2.66
C -0.30 -2.39 2.05
C -1.41 0.44 0.67
C 0.92 1.61 -1.61
C -0.82 -0.10 -0.66
C 0.64 0.35 -1.00
H 2.75 -0.39 1.20
H -2.12 -2.51 3.35
H 3.21 -1.61 -0.06
H 0.66 -2.08 1.76
H -0.74 0.08 1.49
H -2.32 -0.13 0.87
H -1.79 1.41 0.51
H 0.34 1.67 -2.46
H 1.97 1.72 -1.79
H 0.50 2.42 -0.86
H -0.97 -1.08 -0.48
H -1.38 0.30 -1.49
*
```

natural (NBO) atomic charge list, values in e, 2 entries: atom 1 (C): -0.52, atom 2 (C): 0.10



Which of them is the most stable? Correct choice: 1.